Formula: C15H10MgN3O4S3
Source: OMol25
Level of theory: ωB97M-V/def2-TZVPD

## Properties
Charge: +1
E_tot: -66325.6885 eV

Each line ends with the natural charge from an NBO analysis.
Positions of all 36 atoms, in Å:
Mg: 0.5947 -0.5881 -0.3381  1.737
O: -0.4042 -3.6803 -2.9668  -0.615
C: -0.1442 -2.5674 -2.3326  0.803
O: -0.4389 -2.3337 -1.1739  -0.659
C: 0.5721 -1.5282 -3.1511  0.095
C: 1.0825 -1.6415 -4.4327  -0.157
C: 1.7397 -0.5320 -4.9522  -0.127
C: 1.8650 0.6343 -4.2019  -0.177
C: 1.3187 0.6449 -2.9293  0.072
N: 0.7002 -0.4189 -2.4477  -0.514
C: 1.3443 1.7323 -1.8740  0.799
O: 1.7665 2.9384 -2.1620  -0.591
O: 0.9514 1.4648 -0.7553  -0.635
H: -0.8483 -4.3093 -2.3719  0.529
H: 0.9813 -2.5576 -4.9965  0.265
H: 2.1648 -0.5763 -5.9455  0.255
H: 2.3908 1.4849 -4.6153  0.240
H: 2.0297 3.0451 -3.0859  0.505
S: -0.9335 -2.1235 4.9126  -0.059
C: -0.0498 -1.6743 3.6181  -0.139
S: 1.2319 -2.6627 2.9120  0.478
C: 1.4819 -1.4918 1.6698  -0.168
N: 0.6730 -0.4624 1.7430  -0.498
N: -0.1554 -0.5546 2.8482  -0.274
C: -1.0509 0.5366 3.0870  0.112
C: -1.8708 0.9746 2.0593  -0.170
C: -2.7310 2.0387 2.2766  -0.216
C: -2.7697 2.6544 3.5190  -0.193
C: -1.9398 2.2106 4.5390  -0.186
C: -1.0730 1.1500 4.3280  -0.190
S: 2.5676 -1.6431 0.3327  -0.423
H: -1.8349 0.4859 1.0924  0.180
H: -3.3779 2.3798 1.4795  0.221
H: -3.4459 3.4804 3.6922  0.227
H: -1.9623 2.6941 5.5061  0.229
H: -0.4257 0.7960 5.1172  0.242